Record 1
This record from the OMol25 dataset describes one molecule with the formula C4H8O2. The level of theory is wB97M-V/def2-TZVPD.

Last column: natural (NBO) charge in e.
Cartesian coordinates (Å):
1 C 0.3528 0.0676 -0.9266  -0.4601
2 C 1.1928 0.3611 0.3369  -0.4399
3 C 0.3655 -0.2767 1.4676  -0.0836
4 O -0.4170 -1.2735 0.8287  -0.5110
5 C -0.8783 -0.6962 -0.3545  0.3587
6 O -1.9139 0.2210 -0.1014  -0.7135
7 H 0.1063 0.9897 -1.4777  0.1999
8 H 0.8821 -0.5711 -1.6350  0.2234
9 H -1.5806 1.0173 -0.5219  0.4653
10 H 1.3518 1.4305 0.5089  0.2122
11 H 2.1753 -0.1105 0.2617  0.2127
12 H 0.9684 -0.7667 2.2339  0.1952
13 H -0.2946 0.4591 1.9445  0.1758
14 H -1.2652 -1.5160 -0.9694  0.1649

Output
Multiplicity = 1
E = -307.6742 Ha
Energy relative to the best compared isomer or geometry (same formula, charge and spin) = 1.0399 eV
Structure (SMILES) = O[C@H]1CCCO1

Record 2
This record from the OMol25 dataset describes one molecule with the formula C4H8O2 in a non-equilibrium geometry. The level of theory is wB97M-V/def2-TZVPD.

Last column: natural (NBO) charge in e.
Cartesian coordinates (Å):
1 C -0.3875 -0.4727 -1.7913  -0.6480
2 C -0.2279 -0.6137 -0.2883  0.0835
3 C 1.1189 -0.0340 1.3103  -0.1081
4 C 0.0266 0.7727 0.4766  0.0832
5 H 0.4674 -0.0264 -2.2636  0.2232
6 H -1.2043 0.2969 -2.0081  0.2241
7 H -0.6860 -1.3914 -2.3136  0.2212
8 H -1.0969 -1.2671 0.2383  0.1587
9 H 2.0881 0.4798 1.5315  0.1884
10 H 0.8594 -0.5073 2.3380  0.1664
11 H 0.4740 1.5099 -0.2715  0.1827
12 H -1.4925 0.7953 1.6763  0.4661
13 O 1.0594 -1.0165 0.2534  -0.5427
14 O -0.9987 1.4746 1.1119  -0.6986

Output
Multiplicity = 1
E = -307.6165 Ha
Energy relative to the best compared isomer or geometry (same formula, charge and spin) = 2.6112 eV
Structure (SMILES) = C[C@H]1OC[C@@H]1O

Record 3
This record from the OMol25 dataset describes a 2-piece molecular cluster, C4H8O2 overall. The level of theory is wB97M-V/def2-TZVPD.

Last column: natural (NBO) charge in e.
Cartesian coordinates (Å):
1 C -0.4644 -1.4468 0.8516  -0.2555
2 C 0.1732 1.3668 -0.2470  -0.3547
3 C 1.2541 0.7270 -0.6920  -0.2652
4 O 0.9197 -1.5473 0.5789  -0.7140
5 C -1.1097 1.2129 -0.9541  0.3936
6 O -2.1726 1.6326 -0.5533  -0.5267
7 H -0.7610 -0.4753 1.2669  0.1739
8 H -0.7848 -2.2328 1.5419  0.1735
9 H -0.9950 -1.5682 -0.0963  0.1814
10 H 0.1585 1.9256 0.6864  0.2189
11 H 1.2168 0.1223 -1.5956  0.2030
12 H 2.2104 0.7536 -0.1788  0.2019
13 H 1.3949 -1.1092 1.2972  0.4656
14 H -1.0400 0.6387 -1.9057  0.1043

Output
Multiplicity = 1
E = -307.6266 Ha
Energy relative to the best compared isomer or geometry (same formula, charge and spin) = 2.3347 eV
Structure (SMILES) = C=CC=O.CO

Record 4
This record from the OMol25 dataset describes one molecule with the formula C4H8O2. The level of theory is wB97M-V/def2-TZVPD.

Last column: natural (NBO) charge in e.
Cartesian coordinates (Å):
1 O 1.9253 1.0917 0.0234  -0.7207
2 C 1.2668 -0.1508 0.1796  -0.0549
3 C -0.1899 0.1543 0.4383  -0.2874
4 C -0.9919 0.7409 -0.7312  -0.0478
5 O -1.9818 -0.2967 -0.6335  -0.5349
6 C -1.1998 -0.9982 0.3414  -0.0507
7 H 2.8569 0.9236 -0.1588  0.4709
8 H 1.6895 -0.7261 1.0193  0.1631
9 H 1.3543 -0.7712 -0.7285  0.1568
10 H -0.2843 0.7454 1.3538  0.2128
11 H -1.4242 1.7369 -0.5869  0.1807
12 H -0.4599 0.7133 -1.6927  0.1690
13 H -1.7742 -1.2305 1.2448  0.1786
14 H -0.7867 -1.9324 -0.0690  0.1645

Output
Multiplicity = 1
E = -307.6352 Ha
Energy relative to the best compared isomer or geometry (same formula, charge and spin) = 2.1012 eV
Structure (SMILES) = OCC1COC1

Record 5
This record from the OMol25 dataset describes one molecule with the formula C4H8O2. The level of theory is wB97M-V/def2-TZVPD.

Last column: natural (NBO) charge in e.
Cartesian coordinates (Å):
1 O 2.0697 0.9318 -0.0484  -0.7121
2 C 0.9486 0.3198 0.5462  0.1048
3 C -0.3957 1.0059 0.2431  -0.4551
4 C -1.0078 -0.3909 -0.0200  0.1050
5 O -1.7183 -0.5990 -1.2170  -0.7107
6 C 0.4073 -0.9828 -0.0775  -0.4537
7 H 2.6097 0.2427 -0.4510  0.4703
8 H 1.1069 0.2093 1.6283  0.1576
9 H -0.3281 1.5878 -0.6804  0.2272
10 H -0.8319 1.6134 1.0405  0.2067
11 H -1.5769 -0.7563 0.8464  0.1585
12 H -2.5841 -0.1809 -1.1349  0.4691
13 H 0.7074 -1.0788 -1.1267  0.2210
14 H 0.5932 -1.9220 0.4514  0.2114

Output
Multiplicity = 1
E = -307.6514 Ha
Energy relative to the best compared isomer or geometry (same formula, charge and spin) = 1.6620 eV
Structure (SMILES) = O[C@H]1C[C@@H](O)C1

Record 6
This record from the OMol25 dataset describes one molecule with the formula C4H8O2. The level of theory is wB97M-V/def2-TZVPD.

Last column: natural (NBO) charge in e.
Cartesian coordinates (Å):
1 C 1.0395 -1.2654 0.3336  -0.6176
2 C 0.6984 -0.2273 -0.7334  -0.4070
3 C -0.6215 0.5165 -0.4946  -0.0074
4 O -1.6987 -0.3691 -0.4156  -0.7114
5 C -0.6286 1.4268 0.7185  0.4223
6 O -1.5507 1.4401 1.5026  -0.5340
7 H 1.9648 -1.7911 0.0734  0.2145
8 H 0.2420 -2.0086 0.4241  0.2248
9 H 1.1894 -0.8072 1.3188  0.2003
10 H 0.6230 -0.7237 -1.7096  0.2181
11 H 1.5051 0.5137 -0.8223  0.2028
12 H -0.7584 1.2229 -1.3393  0.1852
13 H -2.2113 -0.0780 0.3586  0.4884
14 H 0.2070 2.1503 0.7851  0.1208

Output
Multiplicity = 1
E = -307.6752 Ha
Energy relative to the best compared isomer or geometry (same formula, charge and spin) = 1.0120 eV
Structure (SMILES) = CC[C@@H](O)C=O

Record 7
This record from the OMol25 dataset describes one molecule with the formula C4H8O2. The level of theory is wB97M-V/def2-TZVPD.

Last column: natural (NBO) charge in e.
Cartesian coordinates (Å):
1 C -1.7667 0.0719 1.0794  -0.7216
2 C -0.8091 -0.5703 0.1079  0.6112
3 O -0.5165 -1.7505 0.2087  -0.5742
4 C -0.1939 0.2783 -0.9857  -0.5450
5 C 1.3375 0.1774 -0.8766  -0.0435
6 O 1.7989 -1.1113 -1.1793  -0.7230
7 H -1.5856 1.1443 1.1978  0.2224
8 H -2.7764 -0.0558 0.6723  0.2464
9 H -1.7118 -0.4426 2.0412  0.2424
10 H -0.4975 -0.1244 -1.9596  0.2430
11 H -0.5256 1.3205 -0.9196  0.2153
12 H 1.6436 0.4933 0.1368  0.1524
13 H 1.8036 0.8674 -1.5867  0.1847
14 H 1.2191 -1.7283 -0.7008  0.4896

Output
Multiplicity = 1
E = -307.6816 Ha
Energy relative to the best compared isomer or geometry (same formula, charge and spin) = 0.8403 eV
Structure (SMILES) = CC(=O)CCO

Record 8
This record from the OMol25 dataset describes one molecule with the formula C4H8O2. The level of theory is wB97M-V/def2-TZVPD.

Last column: natural (NBO) charge in e.
Cartesian coordinates (Å):
1 C 0.8611 1.5663 -0.5315  -0.6382
2 C -0.3683 0.7204 -0.2044  0.0030
3 O -1.2187 0.4667 -1.2474  -0.7896
4 C -0.1283 -0.7377 -0.0022  0.6832
5 O 0.2350 -1.3910 -1.0507  -0.6207
6 C -0.3901 -1.5024 1.2399  -0.7184
7 H 1.5166 1.7037 0.3362  0.2026
8 H 0.5230 2.5489 -0.8724  0.2300
9 H 1.4421 1.1133 -1.3418  0.2045
10 H -0.8591 1.1315 0.6983  0.1494
11 H -0.1120 -0.7099 -1.7408  0.5295
12 H 0.3127 -1.1845 2.0168  0.2536
13 H -0.3220 -2.5792 1.0826  0.2422
14 H -1.3917 -1.2433 1.5969  0.2687

Output
Multiplicity = 1
E = -307.6032 Ha
Energy relative to the best compared isomer or geometry (same formula, charge and spin) = 2.9710 eV

Record 9
This record from the OMol25 dataset describes a 2-piece molecular cluster, C4H8O2 overall. The level of theory is wB97M-V/def2-TZVPD.

Last column: natural (NBO) charge in e.
Cartesian coordinates (Å):
1 C -0.8557 -0.9448 0.5806  0.2649
2 C -1.2617 0.3439 -0.0747  -0.2666
3 O -0.2922 1.2176 -0.6329  -0.5173
4 C 0.8553 1.2081 0.1800  -0.1063
5 C 1.4137 -0.1917 0.1915  -0.1185
6 O 0.4286 -1.1259 0.7238  -0.4790
7 H -1.4254 -2.1873 -0.7075  0.0244
8 H -1.2895 -2.1511 -1.4534  -0.0231
9 H -2.0227 0.2061 -0.8573  0.2366
10 H -1.7629 0.7929 0.8120  0.2094
11 H 0.6222 1.5450 1.2064  0.1726
12 H 1.5793 1.9054 -0.2439  0.2044
13 H 2.2607 -0.2890 0.8658  0.1996
14 H 1.6997 -0.5092 -0.8213  0.1989

Output
Multiplicity = 1
E = -307.5259 Ha
Energy relative to the best compared isomer or geometry (same formula, charge and spin) = 5.0744 eV

Record 10
This record from the OMol25 dataset describes one molecule with the formula C4H8O2 in a non-equilibrium geometry. The level of theory is wB97M-V/def2-TZVPD.

Last column: natural (NBO) charge in e.
Cartesian coordinates (Å):
1 O 2.0893 -0.1358 0.6045  -0.7152
2 C 1.0982 0.4028 -0.2353  -0.0456
3 C -0.1999 0.5811 0.4822  -0.3881
4 C -0.9951 0.7075 -0.7790  -0.1848
5 O -0.8535 -1.2571 -0.6021  -0.6648
6 C -0.7065 -0.8401 0.7781  -0.0884
7 H 2.7732 -0.5276 0.0501  0.4776
8 H 0.0770 -1.0174 -0.9564  0.4812
9 H 1.4126 1.3129 -0.7641  0.1560
10 H -0.3417 1.3123 1.2924  0.1935
11 H -2.0783 0.5928 -0.7926  0.1931
12 H -0.5665 1.2081 -1.6320  0.2002
13 H -1.7026 -0.8667 1.2258  0.1877
14 H -0.0062 -1.4726 1.3285  0.1977

Output
Multiplicity = 1
E = -307.4815 Ha
Energy relative to the best compared isomer or geometry (same formula, charge and spin) = 6.2844 eV

Record 11
This record from the OMol25 dataset describes a 2-piece molecular cluster, C4H8O2 overall in a non-equilibrium geometry. The level of theory is wB97M-V/def2-TZVPD.

Last column: natural (NBO) charge in e.
Cartesian coordinates (Å):
1 C -0.6790 -2.9651 -0.9403  -0.3893
2 C 0.0455 -1.9747 -0.4467  -0.1970
3 C -0.4492 -0.7236 0.1510  -0.3611
4 C 0.2329 0.4214 0.1441  0.1676
5 O 0.0565 1.4286 1.0636  -0.6777
6 H -0.2540 -3.9392 -1.0992  0.2054
7 H -1.7470 -2.8155 -1.0425  0.1880
8 H 1.1268 -2.0415 -0.4877  0.1946
9 H -1.4545 -0.8611 0.5487  0.2076
10 H 1.1817 0.5253 -0.3690  0.1799
11 H -0.7229 1.1465 1.5584  0.4835
12 H 1.1119 3.1924 0.3707  0.4744
13 H 0.4182 4.4654 -0.0036  0.4614
14 O 1.1331 4.1412 0.5525  -0.9373

Output
Multiplicity = 1
E = -307.6233 Ha
Energy relative to the best compared isomer or geometry (same formula, charge and spin) = 2.4247 eV
Structure (SMILES) = C=C/C=C/O.O

Record 12
This record from the OMol25 dataset describes one molecule with the formula C4H8O2. The level of theory is wB97M-V/def2-TZVPD.

Last column: natural (NBO) charge in e.
Cartesian coordinates (Å):
1 C -1.8205 -0.5997 -0.3865  -0.6265
2 C -0.5451 0.0543 -0.8894  -0.0726
3 O -0.0711 1.0204 0.0497  -0.5292
4 C 1.3164 0.9270 0.2997  -0.1639
5 C 1.4933 -0.2170 1.2785  0.4130
6 O 1.9549 -1.2909 0.9742  -0.5107
7 H -2.5673 0.1537 -0.1190  0.2149
8 H -1.6229 -1.2225 0.4923  0.2106
9 H -2.2453 -1.2395 -1.1687  0.2138
10 H 0.2216 -0.7130 -1.0585  0.1804
11 H -0.7214 0.5684 -1.8442  0.1744
12 H 1.6414 1.8729 0.7459  0.2003
13 H 1.8982 0.7389 -0.6134  0.1845
14 H 1.0724 -0.0276 2.2889  0.1108

Output
Multiplicity = 1
E = -307.6501 Ha
Energy relative to the best compared isomer or geometry (same formula, charge and spin) = 1.6961 eV
Structure (SMILES) = CCOCC=O